[1]
{"formula": "C3H3NO2", "method": "ωB97M-V/def2-TZVPD", "symbols": ["O", "C", "C", "C", "O", "N", "H", "H", "H"], "positions_angstrom": [[2.080, 0.128, -0.021], [0.756, -0.092, -0.003], [-0.295, 0.875, 0.124], [-1.392, 0.124, -0.106], [-1.093, -1.164, -0.252], [0.286, -1.298, -0.187], [2.513, -0.731, -0.172], [-0.434, 1.712, 0.779], [-2.422, 0.445, -0.163]], "forces_ev_per_angstrom": [[-0.05, -0.13, 0.29], [-0.30, -0.37, 0.10], [-0.21, -0.54, 0.63], [-0.06, -0.07, 0.30], [-0.22, 0.00, -0.54], [0.27, 0.29, -0.37], [-0.13, 0.29, 0.07], [0.76, 0.94, -0.65], [-0.05, -0.41, 0.17]], "lowdin_charge": [0.09, -0.42, 0.01, -0.13, -0.03, 0.11, 0.13, 0.11, 0.13], "energy_ha": -321.28342, "homo_lumo_gap_ev": 10.9, "smiles": "Oc1ccon1", "largest_force_ev_per_a": 1.4, "mol_weight_g_mol": 85.06, "homo_ev": -9.990, "total_charge": 0, "e_above_lowest_kj_mol": 247.4}



[2]
{"formula": "C6H4N4O4", "method": "ωB97M-V/def2-TZVPD", "symbols": ["O", "C", "N", "C", "O", "C", "N", "C", "O", "C", "N", "C", "O", "N", "H", "H", "H", "H"], "positions_angstrom": [[4.061, -1.028, 1.217], [3.219, -0.309, 0.621], [3.420, 0.530, -0.454], [2.147, 0.899, -1.081], [2.012, 1.634, -2.072], [1.183, 0.471, -0.068], [-0.247, 0.365, -0.179], [-1.186, 1.160, 0.615], [-0.770, 2.041, 1.371], [-2.427, 0.725, 0.209], [-2.212, -0.527, -0.511], [-0.914, -0.639, -0.863], [-0.535, -1.531, -1.614], [1.868, -0.345, 0.864], [4.103, 0.222, -1.145], [-3.326, 0.733, 0.651], [-3.028, -0.696, -1.049], [1.618, -0.486, 1.839]], "forces_ev_per_angstrom": [[-0.03, 0.97, -0.31], [-0.62, -1.46, 0.44], [0.25, -0.57, -1.29], [-3.17, 0.15, 3.67], [0.84, -0.37, -0.73], [0.05, 0.90, -2.63], [1.36, -0.42, 0.06], [0.26, 0.18, -0.88], [0.17, 0.61, 0.87], [2.53, -1.00, -1.36], [-1.21, 1.79, 1.38], [-0.43, -0.39, -0.09], [1.22, -0.27, -0.58], [1.53, -0.15, 0.56], [0.12, 0.27, 0.56], [-2.93, 0.63, 2.07], [0.34, -0.96, -1.20], [-0.27, 0.10, -0.55]], "lowdin_charge": [-0.10, -0.58, 0.14, -0.45, -0.10, -0.18, 0.10, -0.54, -0.09, -0.12, 0.04, -0.57, -0.03, 0.13, 0.13, 0.00, 0.10, 0.14], "energy_ha": -751.04449, "homo_lumo_gap_ev": 5.4, "smiles": "O=c1[nH]c([O-])c(-n2c([O-])c[nH]c2=O)[nH]1", "largest_force_ev_per_a": 4.9, "mol_weight_g_mol": 196.12, "homo_ev": 0.948, "total_charge": -2, "e_above_lowest_kj_mol": 65.6}



[3]
{"formula": "C3H5NO3", "method": "ωB97M-V/def2-TZVPD", "symbols": ["C", "C", "O", "N", "C", "O", "O", "H", "H", "H", "H", "H"], "positions_angstrom": [[1.451, -0.104, -0.546], [0.617, -1.074, 0.193], [0.982, -2.107, 0.695], [-0.752, -0.739, 0.476], [-1.390, 0.536, 0.382], [-2.589, 0.580, 0.478], [-0.710, 1.551, -0.161], [2.233, -0.584, -1.151], [0.850, 0.406, -1.290], [1.887, 0.614, 0.127], [-1.430, -1.445, 0.707], [-1.148, 2.367, 0.090]], "forces_ev_per_angstrom": [[0.23, -0.09, -1.62], [-1.49, -0.77, 1.98], [0.60, -0.24, -0.71], [0.70, 3.05, -0.82], [-1.09, -2.44, -2.18], [-0.27, 0.35, 1.26], [1.44, -0.06, 0.86], [-0.08, -0.26, 0.75], [-0.07, 0.32, 0.15], [0.13, 0.27, 0.23], [0.34, -0.32, 0.25], [-0.44, 0.19, -0.13]], "lowdin_charge": [0.00, -0.47, 0.09, 0.17, -0.56, 0.10, 0.11, 0.10, 0.08, 0.09, 0.15, 0.13], "energy_ha": -397.81759, "homo_lumo_gap_ev": 10.7, "smiles": "CC(=O)NC(=O)O", "largest_force_ev_per_a": 3.5, "mol_weight_g_mol": 103.08, "homo_ev": -10.265, "total_charge": 0, "e_above_lowest_kj_mol": 50.2}